Molecular formula: C23H51N5O9
Method: DFT, ωB97M-V with the def2-TZVPD basis set

Structure (XYZ):
```
88
Properties=species:S:1:pos:R:3:forces:R:3
C -15.8556 22.7054 -5.1487 0.252 0.483 0.657
O -15.4580 22.2638 -4.0822 -0.168 -0.076 -0.188
N -15.7656 22.1100 -6.3365 -0.080 -0.939 -0.565
C -16.1785 22.7601 -7.5635 0.495 0.719 0.148
C -15.1386 20.8111 -6.4917 0.035 -0.399 -0.460
H -16.3050 23.7106 -5.2334 -0.130 -0.014 0.106
H -15.3740 23.4124 -7.9249 -0.032 -0.132 -0.164
H -17.0425 23.4046 -7.4041 -0.133 -0.202 0.011
H -16.3781 22.0177 -8.3304 -0.201 -0.035 0.059
H -15.7996 20.1289 -7.0350 -0.194 0.098 0.107
H -14.2388 20.8729 -7.1069 0.169 0.133 0.232
H -14.8969 20.3509 -5.5417 0.085 0.278 0.141
C -9.1761 17.4612 -2.3830 -0.465 -0.208 -0.376
O -9.9884 17.7685 -3.2364 0.264 0.206 0.069
N -9.3321 16.4404 -1.5199 0.056 0.033 0.695
C -8.3134 16.1374 -0.5350 -0.149 -0.013 0.285
C -10.5102 15.6043 -1.5138 0.246 -0.834 -0.228
H -8.2094 17.9682 -2.2430 0.007 0.177 -0.063
H -7.6492 16.9895 -0.4050 0.165 -0.081 -0.214
H -7.7544 15.2353 -0.7924 0.108 0.075 -0.081
H -8.7624 15.9639 0.4464 -0.154 0.004 -0.084
H -10.1961 14.5644 -1.6607 -0.031 0.015 -0.100
H -11.0305 15.6033 -0.5544 -0.020 0.393 0.025
H -11.1742 15.8627 -2.3314 -0.014 0.229 0.037
C -14.5385 19.9605 -1.4214 0.408 -0.972 0.322
O -14.4263 20.5886 -0.3803 -0.280 0.231 -0.371
N -13.5937 19.1074 -1.8826 -0.410 -0.089 -0.149
C -13.7954 18.3112 -3.0730 0.713 -0.866 -0.378
C -12.3756 18.8393 -1.1693 0.935 1.031 0.532
H -15.4253 19.9035 -2.0738 -0.083 0.597 0.176
H -12.8601 18.2176 -3.6333 0.001 0.377 0.012
H -14.5344 18.6806 -3.7778 -0.188 0.315 0.322
H -14.0211 17.2665 -2.8229 -0.332 0.107 0.161
H -11.5495 19.3793 -1.6475 0.131 -0.479 -0.311
H -12.3461 19.2588 -0.1626 -0.773 -0.063 0.007
H -12.1441 17.7819 -1.0774 -0.127 -0.118 -0.338
C -11.5463 22.6502 -2.1772 -0.681 -0.417 -0.465
O -11.0221 22.7142 -3.2748 0.339 0.171 0.160
N -10.9154 22.4434 -1.0012 0.015 0.357 -0.500
C -11.6344 22.1845 0.2201 0.463 -0.704 0.637
C -9.4823 22.3129 -0.9982 0.761 0.121 0.510
H -12.6464 22.6910 -2.1044 0.035 0.095 0.329
H -11.2841 22.8169 1.0396 -0.148 0.306 -0.167
H -11.4017 21.1620 0.5460 -0.091 0.018 -0.010
H -12.7155 22.2177 0.1166 0.041 0.229 -0.259
H -9.1564 21.3093 -0.7073 -0.174 -0.141 -0.132
H -9.0467 22.5681 -1.9595 -0.342 -0.131 -0.195
H -9.0052 22.9879 -0.2796 -0.298 0.073 0.126
C -11.2069 19.7545 -5.3873 -0.860 -0.290 0.450
O -12.0321 19.1979 -6.0979 0.268 0.097 -0.223
N -9.9266 19.9971 -5.6897 -0.089 -0.188 -0.585
C -9.0186 20.5889 -4.7524 0.475 -0.139 0.648
C -9.3588 19.5743 -6.9517 0.822 0.791 -0.218
H -11.5037 20.0938 -4.3809 0.297 0.155 -0.021
H -8.5366 21.4844 -5.1486 -0.232 0.142 -0.041
H -8.2083 19.9064 -4.4656 -0.070 -0.227 -0.299
H -9.5261 20.8156 -3.8188 -0.212 0.275 -0.181
H -8.9800 20.4540 -7.4913 0.038 0.024 0.162
H -8.4803 18.9624 -6.7315 -0.160 -0.303 -0.230
H -10.0389 19.1085 -7.6543 -0.347 -0.351 0.535
O -16.1272 25.3787 2.0143 0.384 -0.350 -0.097
C -15.7773 26.2221 1.2285 -1.085 0.522 0.322
O -15.0846 26.0052 0.1147 0.258 0.053 0.427
C -14.5808 24.6739 -0.1051 -0.064 -0.252 -1.054
C -15.5753 23.8755 -0.9399 -0.048 0.190 0.446
C -16.1489 27.6796 1.4066 0.283 0.171 0.506
H -14.3482 24.1300 0.8088 -0.095 0.387 0.234
H -13.6625 24.8820 -0.6575 0.035 -0.295 0.018
H -15.9011 24.4306 -1.8177 0.190 -0.007 -0.096
H -16.4565 23.6805 -0.3269 -0.005 -0.093 -0.021
H -15.1516 22.9188 -1.2380 -0.006 0.005 -0.058
H -16.8266 28.0700 0.6506 0.244 -0.153 -0.311
H -15.2348 28.2751 1.4528 -0.087 0.083 -0.328
H -16.6455 27.8111 2.3658 -0.011 -0.257 0.010
O -17.4813 15.8989 1.0129 0.117 -0.531 -0.151
C -16.7575 16.8419 0.8126 -1.184 0.124 0.863
O -16.6891 17.4768 -0.3392 1.189 0.553 -1.136
C -17.3360 16.9449 -1.5179 -0.865 0.203 0.955
C -16.7819 15.6204 -1.9837 0.028 -0.102 0.259
C -16.0111 17.5351 1.9143 0.833 0.245 -0.529
H -17.2688 17.7660 -2.2275 0.295 -0.181 -0.215
H -18.3915 16.8775 -1.2408 -0.035 -0.333 -0.215
H -16.8826 14.8564 -1.2129 -0.081 0.164 0.096
H -15.7217 15.6947 -2.2232 -0.040 0.045 -0.264
H -17.3638 15.2663 -2.8338 0.192 0.109 -0.211
H -15.4562 18.4014 1.5534 -0.181 0.054 -0.108
H -15.2626 16.8415 2.2992 -0.294 -0.056 0.382
H -16.7263 17.8607 2.6633 0.077 -0.240 0.209
```
Positions in Å, forces in eV/Å.

Values from the calculation:
Max |F| = 0.0337 hartree/bohr
Highest occupied orbital energy = -8.85 eV
SMILES = CCOC(C)=O.CCOC(C)=O.CN(C)C=O.CN(C)C=O.CN(C)C=O.CN(C)C=O.CN(C)C=O
Relative energy (zero: lowest compared OMol25 entry of this formula, charge and spin) = 0.0 kcal per mole
Electronic energy = -50556.80507 eV
Multiplicity = 1
Frontier orbital gap = 9.20 eV

Formally, the Mulliken partial charges of the atoms, in units of the elementary charge, are as follows:
1 C 0.01
2 O -0.56
3 N 0.24
4 C -0.93
5 C -0.60
6 H 0.28
7 H 0.34
8 H 0.32
9 H 0.32
10 H 0.34
11 H 0.41
12 H -0.11
13 C 0.18
14 O -0.60
15 N 0.19
16 C -0.96
17 C -1.09
18 H 0.32
19 H 0.32
20 H 0.32
21 H 0.33
22 H 0.40
23 H 0.34
24 H 0.29
25 C 0.14
26 O -0.69
27 N 0.71
28 C -0.83
29 C -0.73
30 H 0.35
31 H 0.27
32 H 0.18
33 H 0.08
34 H 0.01
35 H 0.25
36 H 0.21
37 C 0.03
38 O -0.62
39 N 0.23
40 C -0.62
41 C -1.09
42 H 0.49
43 H 0.36
44 H 0.27
45 H -0.02
46 H 0.31
47 H 0.34
48 H 0.35
49 C 0.33
50 O -0.73
51 N 0.21
52 C -0.68
53 C -1.05
54 H 0.33
55 H 0.35
56 H 0.32
57 H -0.06
58 H 0.34
59 H 0.31
60 H 0.32
61 O -0.55
62 C 0.79
63 O -0.38
64 C -0.06
65 C -0.85
66 C -1.11
67 H 0.30
68 H 0.22
69 H 0.28
70 H 0.35
71 H 0.09
72 H 0.29
73 H 0.29
74 H 0.33
75 O -0.59
76 C 0.71
77 O -0.23
78 C -0.30
79 C -1.08
80 C -0.83
81 H 0.30
82 H 0.39
83 H 0.35
84 H 0.24
85 H 0.36
86 H 0.12
87 H 0.30
88 H 0.28

---

Molecular formula: C23H52AuP4S
Method: DFT, ωB97M-V with the def2-TZVPD basis set

Structure (XYZ):
```
81
Properties=species:S:1:pos:R:3:forces:R:3
Au 0.9273 0.7487 -1.3838 -0.997 0.441 1.835
P -0.7533 2.6325 1.5574 0.245 0.228 0.375
P -1.5960 0.0078 -0.6519 -0.574 -0.539 -1.241
P 2.8829 1.8235 -0.5172 -0.081 0.243 -0.238
H 1.2348 0.9649 -3.8474 0.201 0.702 0.419
C 2.1944 0.5762 -3.4746 -0.695 1.544 0.188
C 2.1712 -0.7445 -3.1540 0.833 -3.228 -0.121
H 2.4340 -1.5232 -3.9055 0.712 0.323 0.629
C -1.0924 4.1020 0.5112 0.011 -0.234 0.076
C -2.2067 2.7513 2.6867 0.205 -0.065 -0.221
C 0.4805 3.3744 2.7023 -0.139 -0.016 0.035
C -2.1729 -1.5631 -1.4570 0.104 -0.172 0.308
C -2.5468 -0.2182 0.9375 0.664 0.298 0.561
C -2.7069 1.1369 -1.5624 0.216 0.379 0.198
C 4.4303 1.2230 -1.2708 1.054 -0.164 -0.071
C 3.2268 1.7716 1.2791 -0.327 -0.387 -0.024
C 2.4328 3.5449 -0.9047 0.051 0.413 -0.324
H 3.1302 1.0625 -3.7781 -0.409 -0.112 -0.521
H 1.9138 -1.1240 -2.1420 -0.369 -0.305 -1.087
H -1.3357 4.9080 1.2124 -0.009 0.096 -0.324
H -1.9609 3.8948 -0.1296 0.360 0.313 0.069
H -0.2016 4.3760 -0.0740 -0.500 -0.047 0.063
H -2.1168 3.7448 3.1423 -0.359 -0.248 0.062
H -2.1483 1.9781 3.4697 -0.226 0.300 -0.250
H -3.1426 2.6891 2.1123 0.212 -0.100 0.358
H -0.0597 4.1472 3.2638 0.410 -0.078 0.025
H 1.3105 3.8494 2.1592 -0.216 -0.189 0.312
H 0.8420 2.6001 3.3973 0.044 0.431 -0.124
H -3.0290 -1.8646 -0.8322 0.214 -0.181 -0.541
H -1.3939 -2.3364 -1.4235 -0.285 0.047 0.073
H -2.4705 -1.4378 -2.5121 0.018 0.086 0.712
H -3.5879 0.0797 0.7437 0.306 -0.234 -0.050
H -2.1696 0.4000 1.7647 -0.215 -0.209 -0.431
H -2.5068 -1.2695 1.2589 -0.195 0.407 -0.256
H -3.7456 0.8434 -1.3569 0.267 0.076 -0.199
H -2.4789 1.0306 -2.6315 -0.239 0.172 0.418
H -2.5528 2.1706 -1.2374 -0.129 -0.127 -0.206
H 5.1889 1.1154 -0.4594 -0.508 0.090 -0.578
H 4.8986 1.8710 -2.0496 -0.614 -0.236 0.562
H 4.2889 0.2196 -1.7229 0.051 0.530 0.368
H 4.0828 2.4242 1.5191 -0.237 -0.183 -0.272
H 3.4634 0.7365 1.5657 0.077 0.429 -0.112
H 2.3510 2.1068 1.8517 0.337 -0.179 -0.302
H 3.2687 4.1315 -1.3161 -0.202 -0.186 0.227
H 2.0538 4.0418 0.0039 0.255 -0.228 -0.330
H 1.6154 3.5208 -1.6446 0.441 0.204 0.269
C -0.6945 -2.4509 -4.3666 -0.918 0.810 -0.463
C -0.5809 -1.1154 -3.9326 0.203 -0.414 -0.432
C -1.3539 -0.1182 -4.4982 -0.250 -0.137 -0.068
C -2.3801 -0.4462 -5.3802 0.299 0.398 -0.029
C -2.5590 -1.7694 -5.7571 -0.046 -0.456 -0.013
C -1.7164 -2.7794 -5.2690 0.080 0.320 0.184
S 0.3406 -3.6659 -3.6973 0.736 -0.086 1.364
H 0.4723 -4.4918 -4.7158 -0.118 -0.254 -0.611
H 0.0363 -0.8396 -3.0671 0.003 -0.380 -0.404
H -1.1712 0.9141 -4.2209 -0.154 0.064 -0.014
H -3.0250 0.3443 -5.7593 0.128 -0.261 -0.067
H -3.3757 -2.0023 -6.4386 0.235 -0.131 0.156
H -1.8444 -3.8394 -5.5121 -0.117 0.537 -0.196
C -2.0684 -1.5768 4.2568 -0.221 -0.082 0.191
C -0.5795 -1.2497 4.1676 -0.476 1.209 -0.240
P 0.0979 -1.0912 2.4603 0.833 -2.575 1.342
C 1.9127 -1.1396 2.7373 -0.039 1.211 -0.649
C 2.4484 -2.1662 3.7270 0.050 -0.390 0.377
C -0.2002 -2.7603 1.6552 -0.345 1.098 -1.111
C -0.1732 -3.9738 2.5758 0.066 -0.418 0.355
H -2.6946 -0.7860 3.8234 0.161 -0.237 0.096
H -2.3384 -1.6625 5.3154 0.008 0.051 -0.199
H -2.3232 -2.5383 3.7949 0.047 0.268 -0.009
H -0.3914 -0.2582 4.6155 0.009 -0.368 0.135
H 0.0426 -1.9803 4.7036 -0.062 0.170 -0.327
H 2.3601 -1.2872 1.7425 -0.067 0.059 0.194
H 2.1686 -0.1201 3.0597 0.153 -0.269 0.013
H 2.1506 -3.1918 3.4725 0.188 0.420 0.165
H 3.5444 -2.1155 3.7020 -0.252 -0.033 0.006
H 2.1369 -1.9420 4.7555 0.119 -0.105 -0.311
H -1.1544 -2.6993 1.1089 0.340 -0.137 0.210
H 0.5862 -2.8267 0.8858 -0.259 -0.010 0.133
H -0.5400 -3.7529 3.5882 0.187 -0.279 -0.392
H -0.8201 -4.7454 2.1382 0.130 0.189 0.179
H 0.8392 -4.3942 2.6293 -0.414 0.111 0.116
```
Positions in Å, forces in eV/Å.

Values from the calculation:
Max |F| = 0.0649 hartree/bohr
Highest occupied orbital energy (alpha / beta) = -15.74 / -15.73 eV
Net charge = +3
Electronic energy = -76346.08483 eV
Multiplicity = 3
Frontier orbital gap (alpha / beta) = 4.74 / 4.18 eV

Formally, the Mulliken partial charges of the atoms, in units of the elementary charge, are as follows:
1 Au 0.75
2 P 1.16
3 P 0.45
4 P 0.80
5 H 0.45
6 C -0.68
7 C -0.65
8 H 0.33
9 C -1.29
10 C -1.46
11 C -1.65
12 C -1.22
13 C -0.87
14 C -0.68
15 C -1.29
16 C -0.83
17 C -1.24
18 H 0.47
19 H 0.60
20 H 0.46
21 H 0.38
22 H 0.23
23 H 0.59
24 H 0.33
25 H 0.37
26 H 0.56
27 H 0.39
28 H 0.35
29 H 0.63
30 H 0.21
31 H 0.39
32 H 0.65
33 H -0.68
34 H 0.68
35 H 0.50
36 H 0.13
37 H 0.00
38 H 0.41
39 H 0.39
40 H 0.37
41 H 0.55
42 H 0.38
43 H -0.19
44 H 0.51
45 H 0.23
46 H 0.40
47 C 0.50
48 C -0.10
49 C -0.55
50 C -0.73
51 C -0.64
52 C -0.50
53 S -0.20
54 H 0.23
55 H 0.15
56 H 0.60
57 H 0.44
58 H 0.41
59 H 0.41
60 C -1.27
61 C -0.94
62 P 1.00
63 C -0.37
64 C -1.51
65 C -0.12
66 C -1.62
67 H 0.27
68 H 0.45
69 H 0.30
70 H 0.52
71 H 0.57
72 H 0.43
73 H 0.26
74 H 0.16
75 H 0.44
76 H 0.37
77 H 0.08
78 H 0.41
79 H 0.33
80 H 0.40
81 H 0.43